Entry 1:
This record from the Open Molecules 2025 dataset describes C22H20FN3O4S in the gas phase. The level of theory is the ωB97M-V functional and the def2-TZVPD basis.

Output
Lowest unoccupied orbital energy (eV): 0.456
Orbital gap (eV): 8.96
SMILES: O=C(CCCn1c(=O)c2sccc2n(Cc2ccc(F)cc2)c1=O)NCc1ccco1
Charge: 0
Spin multiplicity: 1
Highest occupied orbital energy (eV): -8.502

```
51
Properties=species:S:1:pos:R:3:forces:R:3
O -1.8997 -1.1655 -0.8931 0.0875 -0.0817 -0.4168
C -2.5522 -1.0797 0.1296 -0.4236 -0.2242 0.1947
N -2.9988 0.1032 0.6024 -0.1324 0.3399 0.2125
H -3.5363 0.1346 1.4537 0.0762 -0.1133 -0.0392
C -2.7171 1.3656 -0.0510 -0.1414 0.0808 0.0746
C -3.9729 2.0554 -0.4688 0.0506 -0.4263 -0.7906
C -4.7967 1.8671 -1.5397 0.5031 0.0527 0.4569
C -5.8631 2.7861 -1.3855 -0.0382 0.3257 0.4488
C -5.6096 3.4606 -0.2326 -0.6465 0.0048 -0.6024
O -4.4714 3.0245 0.3318 0.3565 0.0187 0.3767
H -6.1387 4.2438 0.2727 0.0055 0.1063 0.1395
H -6.6965 2.9226 -2.0432 -0.2057 0.0949 -0.0898
H -4.6554 1.1647 -2.3350 0.1014 -0.1875 -0.1543
H -2.1097 1.1220 -0.9269 -0.0529 0.1178 0.1433
H -2.1563 2.0141 0.6305 0.0450 -0.0327 -0.1382
C -2.9442 -2.2708 0.9893 0.1216 -0.0684 0.0339
H -2.6395 -3.1812 0.4709 -0.0685 0.0683 -0.0650
H -4.0318 -2.2747 1.0891 -0.0044 -0.0131 -0.0353
C -2.3004 -2.2218 2.3807 0.1114 -0.0579 -0.0236
H -2.8283 -2.9018 3.0513 -0.0050 0.0301 0.0234
C -0.8289 -2.6448 2.3532 -0.1832 -0.0812 0.4280
N -0.0900 -2.0282 1.2599 -0.0283 -0.2581 0.1732
C 0.1097 -0.6685 1.3451 0.2329 0.2371 -0.0610
O -0.2606 -0.0292 2.3118 -0.1055 0.0287 0.3451
N 0.7659 -0.0626 0.2972 -0.1139 0.1633 0.0590
C 1.1349 -0.7742 -0.8137 -0.0902 -1.1036 -0.0997
C 0.9063 -2.1341 -0.8700 0.3690 0.3036 -0.4758
C 0.2577 -2.8578 0.1843 0.1774 0.1757 -0.0720
O 0.0294 -4.0479 0.2052 -0.0484 -0.1836 -0.1702
S 1.4308 -2.8135 -2.3655 -0.0398 0.3856 0.2796
C 1.9657 -1.2735 -2.8921 -0.1910 -0.3390 0.1993
C 1.7539 -0.2814 -1.9851 0.0476 0.0949 -0.1598
H 2.0299 0.7434 -2.1472 0.0695 0.1717 -0.0439
H 2.4145 -1.1762 -3.8610 0.1033 0.0563 -0.1902
C 1.0318 1.3609 0.3749 -0.0725 0.2280 0.2475
C 2.5085 1.6599 0.3886 0.0391 0.0608 -0.0510
C 3.3757 0.8684 1.1326 -0.0654 0.1452 -0.0854
C 4.7322 1.1322 1.1524 0.1692 0.1287 -0.0515
C 5.2111 2.2050 0.4224 -0.1645 0.0040 -0.0231
C 4.3714 3.0155 -0.3190 0.2663 -0.0296 0.0831
C 3.0176 2.7324 -0.3325 -0.0554 -0.1644 0.1656
H 2.3506 3.3572 -0.9088 -0.0824 0.0536 -0.0909
H 4.7779 3.8458 -0.8742 0.0734 0.0735 -0.0503
F 6.5330 2.4691 0.4345 -0.0619 -0.0188 -0.0020
H 5.4150 0.5237 1.7236 0.0930 -0.0481 0.0501
H 2.9850 0.0399 1.7043 -0.0265 -0.1185 0.0444
H 0.5445 1.8694 -0.4626 0.0170 -0.0075 0.0479
H 0.5746 1.7009 1.3112 0.0185 -0.0334 -0.2924
H -0.7453 -3.7219 2.1959 0.0067 0.2138 0.0804
H -0.3507 -2.3668 3.2957 -0.0318 -0.0886 -0.0987
H -2.3686 -1.2145 2.7940 -0.0623 -0.0851 0.0654
```
Forces are in eV/Å.

Entry 2:
This record from the Open Molecules 2025 dataset describes C22H20FN3O4S in the gas phase. The level of theory is the ωB97M-V functional and the def2-TZVPD basis.

Output
Lowest unoccupied orbital energy (eV): 0.333
Orbital gap (eV): 9.07
SMILES: O=C(c1ccc(F)c(S(=O)(=O)N2CCOCC2)c1)N(c1ccccc1)c1ccccn1
Charge: 0
Spin multiplicity: 1
Highest occupied orbital energy (eV): -8.735

```
51
Properties=species:S:1:pos:R:3:forces:R:3
O -2.5565 -2.6389 -1.2829 -0.0076 -0.0859 0.0461
C -1.8172 -1.9831 -0.5864 0.3119 -0.2896 0.0206
N -2.1987 -0.7779 -0.0301 -0.3029 0.1587 -0.2248
C -1.5024 -0.1901 1.0300 0.3694 0.3889 0.5930
N -0.8609 -1.0098 1.8522 -0.5671 -0.0711 0.0036
C -0.1677 -0.4933 2.8501 0.1782 0.2502 0.2178
C -0.0878 0.8674 3.0960 -0.0261 0.0431 -0.0220
C -0.7764 1.7246 2.2475 -0.0101 -0.1790 0.0372
C -1.4973 1.1973 1.1934 0.0883 -0.0998 -0.0396
H -2.0394 1.8302 0.5083 -0.0322 0.0497 -0.0469
H -0.7458 2.7928 2.4032 -0.0015 0.0896 -0.0006
H 0.4878 1.2455 3.9249 0.0664 0.0149 0.1046
H 0.3362 -1.2135 3.4798 0.0959 0.0099 0.1341
C -3.4336 -0.1979 -0.4331 -0.4058 0.1232 -0.1730
C -4.3652 0.1834 0.5252 0.1235 -0.1464 -0.0917
C -5.5641 0.7484 0.1316 -0.0418 0.0433 0.0050
C -5.8425 0.9256 -1.2137 -0.0741 0.0263 0.0087
C -4.9162 0.5369 -2.1667 0.0221 0.0078 -0.0243
C -3.7099 -0.0207 -1.7822 0.0518 0.0479 0.1261
H -2.9873 -0.3278 -2.5219 0.0591 -0.0428 -0.0566
H -5.1309 0.6703 -3.2161 -0.0150 0.0085 -0.0917
H -6.7818 1.3616 -1.5180 -0.0809 0.0381 -0.0282
H -6.2863 1.0424 0.8783 -0.0594 0.0237 0.0627
H -4.1477 0.0299 1.5722 0.0075 -0.0128 0.0891
C -0.4061 -2.3899 -0.3143 0.4189 -0.3670 -0.4406
C 0.6430 -1.4957 -0.5125 -0.3144 -0.2711 -0.1109
C 1.9410 -1.8915 -0.2740 0.6324 0.3887 -0.0120
C 2.1935 -3.1915 0.1309 -0.1458 -0.2882 0.1084
C 1.1678 -4.1099 0.2859 0.2482 0.2016 -0.0016
C -0.1336 -3.7018 0.0582 -0.0757 0.3154 -0.1725
H -0.9529 -4.3935 0.1772 -0.0702 -0.0799 0.0044
H 1.3986 -5.1199 0.5854 0.0632 -0.0797 0.0304
F 3.4550 -3.5687 0.3683 -0.0652 -0.0331 -0.0069
S 3.3276 -0.7517 -0.4111 -0.8199 0.0363 -0.1331
O 4.1551 -1.1562 -1.5046 -0.0560 0.0232 -0.2199
O 3.9025 -0.6280 0.8959 -0.1241 0.0189 0.0973
N 2.5246 0.6643 -0.8359 0.5947 -0.9889 0.2050
C 2.2453 1.5562 0.2740 0.0973 0.3326 0.5146
H 1.9962 0.9443 1.1405 -0.1376 0.2061 0.0843
C 3.4573 2.4407 0.5813 -0.2051 -0.1666 0.1863
H 3.2049 3.2024 1.3209 0.0027 -0.0984 0.0280
O 3.8833 3.1361 -0.5697 -0.0595 0.1979 -0.0599
C 4.2337 2.2430 -1.6050 -0.1399 -0.1570 -0.2349
H 4.5582 2.8615 -2.4432 0.0276 -0.1195 0.0055
C 3.0431 1.3656 -1.9966 0.4568 0.1712 -0.3892
H 3.3458 0.6144 -2.7240 -0.0310 0.1992 -0.1584
H 2.2356 1.9818 -2.4051 0.0422 -0.0666 0.0196
H 5.0592 1.5917 -1.2814 0.0019 0.0834 -0.0557
H 4.2662 1.8033 0.9643 -0.0593 0.1316 0.0041
H 1.3843 2.1756 -0.0002 0.0335 -0.0854 0.0376
H 0.4624 -0.4861 -0.8467 -0.0653 0.0987 0.0210
```
Forces are in eV/Å.

Entry 3:
This record from the Open Molecules 2025 dataset describes a molecular structure, C22H20IrN4O3S. The level of theory is the ωB97M-V functional and the def2-TZVPD basis.

Output
Lowest unoccupied orbital energy (alpha / beta) (eV): -8.870 / -8.631
Orbital gap (alpha / beta) (eV): 6.01 / 6.13
Charge: +2
Spin multiplicity: 2
Highest occupied orbital energy (alpha / beta) (eV): -14.885 / -14.761

```
51
Properties=species:S:1:pos:R:3:forces:R:3
Ir -0.1269 -0.2116 1.0225 0.4425 0.0397 -0.0186
O -0.8826 3.3282 -0.8236 -0.7734 -1.6794 0.3825
C -0.9828 2.2136 -0.3358 1.8828 2.2172 -0.1503
N 0.0325 1.6482 0.4856 -0.2514 0.2087 -0.0644
C 1.1172 2.2918 0.9485 0.4639 -0.0136 0.0302
C 1.4822 3.6264 0.7092 0.1885 1.0179 -0.1918
C 2.6484 4.1422 1.2448 -1.3538 -0.0121 -0.6935
C 3.4869 3.3469 2.0357 0.0468 -1.5903 0.6626
C 3.1640 2.0265 2.2992 1.0485 0.6634 0.5469
C 1.9858 1.4659 1.7908 -0.2519 -0.0702 -0.4985
N 1.5337 0.2082 1.9621 0.0035 0.7989 -0.1956
C 2.1104 -0.7440 2.8134 1.4638 0.5108 0.5845
O 3.1547 -0.5792 3.4060 -1.0921 -0.5527 -0.3834
C 1.2742 -1.9549 2.8626 -0.3007 -1.2940 0.3752
C 1.6488 -3.0399 3.6583 -0.0729 0.7696 -0.4359
C 0.8572 -4.1708 3.6683 -0.4869 -0.1254 -0.2720
C -0.2786 -4.1999 2.8588 0.3966 0.1142 0.2703
C -0.5874 -3.0909 2.0930 -0.2423 -0.2569 0.0611
N 0.1499 -1.9797 2.0970 0.1700 -0.2330 -0.1297
C -2.0684 1.2725 -0.5137 -2.0761 -1.6514 -0.4240
C -3.2120 1.6117 -1.2626 1.2038 0.1808 0.6794
C -4.2411 0.7099 -1.3783 -0.1761 -1.0446 0.4220
C -4.1261 -0.5353 -0.7311 -0.2384 0.9868 -0.4487
C -2.9817 -0.8214 -0.0239 0.2744 0.0006 0.1277
N -1.9492 0.0314 0.0790 -0.5829 0.6252 -0.6528
H 0.8181 4.2310 0.1003 0.3388 -0.0251 0.1802
H 2.9099 5.1756 1.0683 -0.0463 0.0352 -0.0868
H 4.3843 3.7700 2.4633 0.0730 -0.0480 -0.0320
H 3.8043 1.3995 2.9079 -0.0448 0.2785 -0.1163
H 2.5549 -2.9609 4.2376 0.0801 0.0273 0.0813
H 1.1110 -5.0183 4.2880 0.0373 -0.0427 0.0049
H -0.9187 -5.0668 2.8243 -0.0466 -0.0641 -0.0158
H -1.4619 -3.0998 1.4564 0.0687 0.0659 0.0118
H -3.2454 2.5922 -1.7129 -0.0158 0.0929 -0.0354
H -5.1339 0.9547 -1.9341 -0.0381 0.0156 -0.0497
H -4.9321 -1.2505 -0.7602 -0.0388 -0.1013 -0.0419
H -2.8881 -1.7666 0.4932 0.1147 0.0392 -0.0366
O 1.0010 -1.0034 -0.9016 -0.2890 0.1496 1.6479
S 1.2054 -1.1189 -2.3864 -0.1781 0.1931 -1.0980
C 1.0020 0.5582 -3.1384 -0.1831 -0.4805 0.0856
C -0.4195 0.6274 -3.6657 -0.0601 0.0234 -0.2747
C -0.7390 -0.7638 -4.2083 -0.1922 0.2924 0.0233
C -0.3740 -1.7397 -3.1065 0.4316 0.1112 -0.0879
H 1.7301 0.6153 -3.9459 0.0802 -0.0312 0.0013
H 1.2437 1.3066 -2.3885 0.1529 -0.0540 0.1475
H -0.5019 1.3817 -4.4464 -0.0401 0.0910 0.0401
H -1.1142 0.8921 -2.8661 0.0065 -0.0240 -0.0648
H -0.1433 -0.9566 -5.1008 -0.0104 -0.0334 -0.0440
H -1.7891 -0.8562 -4.4862 0.0240 -0.0735 -0.0291
H -0.2187 -2.7518 -3.4687 0.0567 -0.0990 0.1053
H -1.0940 -1.7465 -2.2882 0.0326 0.0511 0.1003
```
Forces are in eV/Å.

Entry 4:
This record from the Open Molecules 2025 dataset describes a molecular structure, C22H20N2O2S2. The level of theory is the ωB97M-V functional and the def2-TZVPD basis.

Output
Lowest unoccupied orbital energy (eV): -0.371
Orbital gap (eV): 8.02
Charge: 0
Spin multiplicity: 1
Highest occupied orbital energy (eV): -8.390

```
48
Properties=species:S:1:pos:R:3:forces:R:3
C -2.2765 -1.7560 -5.2405 -3.3001 4.2482 -1.6906
C -2.5393 -0.6516 -4.2439 4.5341 0.0995 1.3095
C -3.6875 -0.6517 -3.6150 4.1067 10.9432 6.8003
C -3.8416 0.3046 -2.4411 0.8435 1.4687 0.1344
C -2.8073 1.3858 -2.0369 -3.7663 -10.9242 -7.8282
C -1.6133 1.1372 -2.7084 2.1471 2.5007 -0.4205
C -1.4684 0.1487 -3.6299 2.1356 0.1937 -5.8476
H -0.4035 0.2950 -4.4370 -3.1239 -0.8471 2.9226
H -0.7299 1.8959 -2.5908 -1.7054 -1.8018 0.1377
C -2.9420 2.1906 -0.9969 1.9157 1.3273 -0.9638
O -2.0878 2.9985 -1.0580 2.7270 5.5485 2.0576
C -3.7933 1.9042 0.0114 -8.8403 -0.0027 6.1947
H -4.8823 2.6999 -0.0606 3.0665 -2.4456 -0.2109
H -4.2202 0.7692 0.0923 1.2676 3.1249 -0.2168
S -3.2549 2.5723 1.6311 -0.2755 -0.5646 0.1023
C -1.8346 1.4820 1.7410 -0.9841 5.5894 2.2748
N -1.7844 0.7728 0.7496 2.9690 -6.2625 -3.1599
C -0.5587 0.0056 0.6867 -6.9487 1.8845 -3.3251
N 0.4516 0.1602 1.2962 5.4170 1.4999 9.2140
C 0.3237 0.9107 2.4792 -0.3740 3.0449 -2.1456
C -0.7520 1.8401 2.5834 1.9062 -6.2334 -2.7388
H -0.9044 2.2876 3.4422 -0.5792 2.7395 3.9575
C 1.5085 1.0863 3.3272 -8.0217 10.4166 -0.8324
H 2.3664 1.2851 2.8859 3.6532 2.3530 -3.3961
H 1.8699 0.3517 3.6743 3.4622 -10.6490 6.2056
H 1.2215 1.9794 4.0516 1.1169 -2.2295 -1.0101
S -0.4128 -0.9675 -0.5847 0.7934 -4.5227 -5.2863
C 1.3802 -1.7239 -0.4222 -4.1669 2.7777 10.8089
C 2.2161 -0.6017 0.3352 -2.1125 4.0407 -9.8909
O 2.2905 0.4578 -0.4035 0.5726 -2.2857 2.3430
C 3.1761 -0.8750 1.2544 2.9290 -2.4522 6.2609
C 4.4399 -0.1212 1.3649 -4.5176 -10.5299 9.1994
C 5.2558 -0.5319 2.3466 3.6099 1.3607 1.8935
C 4.9244 -1.3006 3.4903 -1.9317 -1.8171 -1.8336
C 3.7010 -1.9701 3.4623 -2.4082 -2.9962 -0.7697
C 2.8196 -1.8764 2.2293 8.1444 4.3710 2.0126
H 1.8758 -2.0574 2.3351 -5.3824 -2.1017 0.3449
H 3.3249 -2.9068 4.2792 1.4064 3.3300 -2.2633
H 5.6751 -1.6416 4.1677 0.3668 0.4322 0.5804
H 6.3374 -0.1831 2.3945 -1.4746 -0.0612 -0.3283
H 4.4371 0.3940 0.6586 1.8060 8.8294 -10.7586
H 1.7885 -2.3080 -1.0784 2.1484 -2.4462 -4.7326
H 1.2871 -2.4870 0.5477 -0.4344 1.3041 -2.6917
H -4.7698 0.3199 -1.7623 1.2373 -0.3944 -1.5830
H -4.2570 -1.3393 -3.7130 -7.8406 -8.0818 -1.4447
H -3.2865 -2.0179 -5.6552 1.0502 -0.4999 0.4980
H -1.7336 -2.4844 -4.8085 1.8700 -2.6759 0.9355
H -1.8301 -1.1823 -6.0312 0.9857 -0.6031 -0.8191
```
Forces are in eV/Å.

We obtain energy values of -49353.2851; -49351.0321; -48900.7687; -51868.1642 eV for the records listed above, in that order.
We obtain ΔE to the lowest compared entry with this formula, charge and spin values of 0.0; 52.0; 24.3; 391.9 kcal/mol for the records listed above, in that order.